This record from OMol25 describes a 2-piece molecular cluster, C6H12S overall in a non-equilibrium geometry. The level of theory is the ωB97M-V functional and the def2-TZVPD basis.

Last column: natural (NBO) charge in e.
Element x y z (Å)
C 1.60 0.53 0.22  -0.273
C 0.36 0.94 0.22  0.103
C 2.13 -0.84 0.50  -0.635
C -0.22 2.22 -0.22  -0.683
C -1.06 -1.71 -0.45  -0.651
C -1.17 -0.49 0.40  -0.339
S -2.72 0.39 0.26  0.002
H 2.37 1.27 -0.01  0.196
H 1.48 -1.37 1.19  0.212
H 2.19 -1.41 -0.43  0.215
H 3.13 -0.78 0.92  0.216
H -0.80 2.07 -1.14  0.220
H 0.57 2.94 -0.44  0.217
H -0.89 2.64 0.52  0.230
H -1.24 -1.49 -1.50  0.209
H -0.09 -2.18 -0.34  0.220
H -1.83 -2.42 -0.11  0.220
H -1.04 -0.69 1.46  0.214
H -2.79 0.39 -1.07  0.108

## Properties
LUMO = 0.925 eV
M = 116.23 g mol⁻¹
calculated total energy = -17249.4884 eV
F_max = 4.15 eV/A
ΔE to the lowest compared entry with this formula, charge and spin = 203.9 kJ/mol
HOMO-LUMO gap = 9.284 eV

---

This record from OMol25 describes a 2-piece molecular cluster, C21H26N3O2 overall in a non-equilibrium geometry. The level of theory is the ωB97M-V functional and the def2-TZVPD basis.

Last column: natural (NBO) charge in e.
Element x y z (Å)
C -4.56 -0.51 -4.78  -0.260
O -3.44 0.32 -4.42  -0.474
C -2.64 0.03 -3.36  0.393
C -1.67 1.02 -3.01  -0.291
C -0.90 0.89 -1.88  -0.066
C -1.03 -0.24 -1.01  -0.228
C -0.31 -0.41 0.21  0.141
C -0.85 -1.15 1.31  -0.200
C -0.01 -1.69 2.34  -0.083
C -0.54 -2.61 3.23  -0.124
C -1.91 -2.97 3.18  0.491
O -2.28 -3.88 4.11  -0.458
C -1.08 -4.25 4.89  -0.069
C 0.09 -3.42 4.32  -0.462
C -2.78 -2.36 2.26  -0.322
C -2.26 -1.44 1.38  -0.082
C -1.90 -1.29 -1.47  -0.112
C -2.69 -1.16 -2.60  -0.331
H -4.99 0.00 -5.64  0.219
H -4.24 -1.52 -5.07  0.189
H -5.30 -0.57 -3.97  0.192
H -1.58 1.87 -3.69  0.242
H -0.21 1.70 -1.59  0.245
H 0.77 -0.23 0.25  0.293
H 1.06 -1.46 2.36  0.233
H -1.28 -4.03 5.95  0.208
H -0.92 -5.33 4.78  0.207
H 0.87 -4.08 3.92  0.239
H 0.51 -2.78 5.11  0.240
H -3.84 -2.62 2.25  0.247
H -2.92 -1.00 0.63  0.239
H -1.97 -2.20 -0.89  0.226
H -3.35 -2.00 -2.89  0.239
C 2.54 1.36 -2.53  -0.402
N 2.94 2.08 -1.36  -0.414
C 4.08 2.98 -1.44  -0.211
C 4.18 3.56 -0.04  -0.212
N 3.05 2.97 0.66  -0.425
C 2.91 3.29 2.06  -0.401
C 2.33 2.09 -0.13  0.658
N 1.24 1.42 0.21  -0.927
H 1.65 0.77 -2.31  0.225
H 2.32 2.05 -3.34  0.199
H 3.35 0.70 -2.86  0.202
H 4.99 2.42 -1.70  0.202
H 3.92 3.78 -2.18  0.201
H 5.12 3.24 0.44  0.198
H 4.08 4.66 -0.03  0.203
H 1.96 2.95 2.48  0.211
H 3.73 2.84 2.63  0.200
H 2.96 4.38 2.15  0.210
H 0.82 1.79 1.08  0.361

## Properties
LUMO = -4.319 eV
M = 352.46 g mol⁻¹
calculated total energy = -30756.1260 eV
net charge = +1
F_max = 3.08 eV/A
ΔE to the lowest compared entry with this formula, charge and spin = 201.3 kJ/mol
HOMO-LUMO gap = 6.721 eV

---

This record from OMol25 describes a 5-piece molecular cluster, CH11NO6 overall in a non-equilibrium geometry. The level of theory is the ωB97M-V functional and the def2-TZVPD basis.

Last column: natural (NBO) charge in e.
Element x y z (Å)
N 0.47 -1.82 1.93  -0.874
C 0.49 -0.54 2.44  0.865
O 0.11 0.44 1.58  -0.733
O 0.82 -0.33 3.58  -0.630
H 0.60 -2.65 2.47  0.415
H 0.15 -1.84 0.97  0.391
H -0.42 0.03 0.83  0.502
H -1.73 1.78 -2.10  0.489
H -2.34 2.47 -0.89  0.479
O -2.45 1.68 -1.46  -0.959
H 1.04 0.04 -3.02  0.484
H 0.58 0.47 -1.66  0.500
O 0.22 0.19 -2.53  -0.987
H -2.10 -0.07 -0.43  0.521
H -0.93 -0.77 -1.16  0.509
O -1.34 -0.66 -0.29  -0.981
H 2.00 0.05 0.45  0.489
H 2.69 1.15 -0.25  0.480
O 2.14 0.38 -0.44  -0.961

## Properties
SMILES = NC(=O)O.O.O.O.O
LUMO = 0.296 eV
M = 133.10 g mol⁻¹
calculated total energy = -14991.8964 eV
F_max = 2.22 eV/A
ΔE to the lowest compared entry with this formula, charge and spin = 12.4 kJ/mol
HOMO-LUMO gap = 10.420 eV

---

This record from OMol25 describes a 2-piece molecular cluster, C8H20 overall in a non-equilibrium geometry. The level of theory is the ωB97M-V functional and the def2-TZVPD basis.

Last column: natural (NBO) charge in e.
Element x y z (Å)
C 2.84 -1.07 -2.16  -0.608
C 1.78 0.64 -0.80  -0.602
C 4.07 -0.20 -0.18  -0.600
C 3.12 0.14 -1.31  -0.226
H 3.78 -1.61 -2.38  0.202
H 2.48 -0.62 -3.10  0.207
H 2.09 -1.80 -1.81  0.209
H 1.00 0.56 -1.58  0.205
H 1.92 1.71 -0.55  0.205
H 1.42 0.12 0.11  0.203
H 4.39 0.70 0.37  0.207
H 4.96 -0.69 -0.61  0.204
H 3.58 -0.89 0.52  0.201
H 3.54 0.97 -1.92  0.192
C -2.65 -0.55 -0.08  -0.600
C -3.67 -0.46 2.26  -0.602
C -2.25 1.39 1.21  -0.611
C -3.28 0.28 0.97  -0.224
H -1.68 -0.94 0.28  0.198
H -2.50 -0.09 -1.07  0.211
H -3.35 -1.40 -0.19  0.199
H -4.02 0.27 3.00  0.210
H -2.80 -0.99 2.67  0.200
H -4.48 -1.20 2.09  0.208
H -2.83 2.26 1.56  0.205
H -1.80 1.64 0.23  0.206
H -1.44 1.19 1.93  0.209
H -4.22 0.66 0.54  0.189

## Properties
SMILES = CC(C)C.CC(C)C
LUMO = 1.024 eV
M = 116.25 g mol⁻¹
calculated total energy = -8620.0737 eV
F_max = 2.45 eV/A
ΔE to the lowest compared entry with this formula, charge and spin = 57.1 kJ/mol
HOMO-LUMO gap = 11.776 eV